# C35H44HfN10O4S2

C35H44HfN10O4S2 as an isolated structure in a non-equilibrium geometry (the ωB97M-V functional and the def2-TZVPD basis, the Open Molecules 2025 dataset).

Computed properties:
Total charge = +2
ΔE to the lowest compared entry with this formula, charge and spin = 6.9 kcal/mol
HOMO = -11.93 eV
HOMO-LUMO gap = 6.984 eV
Max |F| = 1.47 eV/A

Each line ends with the Mulliken charge.
CARTESIAN COORDINATES (ANGSTROEM)
Hf  0.22  0.40  1.00  1.408
C  -0.52  -2.22  -7.67  -0.899
O  -0.29  -2.67  -6.33  -0.430
C  -1.36  -2.88  -5.55  0.873
C  -2.68  -2.65  -5.94  -0.498
C  -3.71  -2.92  -5.04  -0.451
C  -3.44  -3.36  -3.75  -0.255
C  -2.12  -3.62  -3.38  0.052
C  -1.09  -3.39  -4.27  -0.850
N  -4.62  -3.59  -2.96  -0.259
N  -4.63  -3.49  -1.72  -0.700
C  -3.49  -2.99  -1.00  0.022
C  -2.96  -3.73  0.01  -0.651
C  -1.91  -3.23  0.81  -0.684
C  -1.41  -1.98  0.62  0.616
O  -0.41  -1.44  1.36  -0.337
C  -1.98  -1.18  -0.40  0.018
N  -1.48  0.09  -0.55  0.233
C  -2.03  0.89  -1.44  -0.230
C  -3.11  0.51  -2.23  -1.543
C  -3.62  -0.75  -2.11  -0.859
C  -3.04  -1.66  -1.19  1.288
H  0.46  -2.12  -8.13  0.240
H  -1.03  -1.25  -7.67  0.363
H  -1.11  -2.95  -8.23  0.374
H  -2.91  -2.31  -6.93  0.455
H  -4.74  -2.78  -5.34  0.496
H  -1.90  -4.06  -2.42  0.545
H  -0.07  -3.63  -4.02  0.525
H  -3.34  -4.73  0.18  0.454
H  -1.49  -3.84  1.61  0.568
H  -1.59  1.87  -1.55  0.625
H  -3.54  1.22  -2.93  0.529
H  -4.46  -1.06  -2.71  0.680
C  0.97  -1.00  3.96  -0.849
N  2.31  -1.26  3.52  0.208
C  3.13  -2.10  4.39  -0.732
C  4.41  -2.30  3.57  -0.692
N  4.09  -1.69  2.27  -0.031
C  5.22  -1.23  1.45  -1.071
C  2.84  -1.16  2.27  0.355
N  2.21  -0.64  1.24  -0.046
C  2.80  -0.77  -0.09  -0.313
C  1.74  -0.42  -1.13  -1.718
N  1.24  0.95  -0.92  0.399
C  1.76  2.00  -1.53  0.108
N  1.19  3.22  -1.40  0.189
C  0.26  3.62  -0.37  -0.757
C  2.05  4.26  -1.97  -0.665
C  2.94  3.46  -2.90  -0.695
N  2.84  2.10  -2.35  0.135
C  3.65  1.08  -3.01  -0.842
H  1.03  -0.95  5.05  0.460
H  0.29  -1.81  3.68  0.259
H  -0.51  0.41  3.89  0.084
H  2.63  -3.05  4.59  0.307
H  3.32  -1.60  5.34  0.407
H  4.67  -3.34  3.46  0.328
H  5.26  -1.78  4.02  0.449
H  6.12  -1.37  2.04  0.443
H  5.13  -0.17  1.23  0.392
H  5.33  -1.81  0.54  0.286
H  3.16  -1.78  -0.27  0.813
H  3.63  -0.08  -0.23  0.274
H  0.90  -1.11  -1.03  0.043
H  2.13  -0.57  -2.13  0.873
H  -0.40  2.79  -0.12  -0.231
H  -0.35  4.43  -0.75  0.446
H  0.77  3.94  0.54  0.417
H  2.61  4.77  -1.19  0.316
H  1.45  5.00  -2.50  0.351
H  3.97  3.79  -2.88  0.440
H  2.58  3.48  -3.93  0.359
H  4.51  1.60  -3.44  0.314
H  3.12  0.58  -3.82  0.366
H  4.05  0.35  -2.31  0.289
O  1.22  1.95  1.82  -0.553
S  1.35  1.69  3.42  -0.083
N  0.38  0.24  3.43  -0.327
C  -3.70  2.86  2.11  -1.213
S  -1.93  2.88  2.28  0.201
O  -1.55  1.47  1.80  -0.616
C  -1.86  2.88  4.05  1.053
C  -2.40  1.82  4.78  -0.724
C  -2.29  1.85  6.16  -0.691
C  -1.67  2.92  6.79  -0.545
C  -1.16  3.98  6.05  -0.617
C  -1.24  3.96  4.66  -0.412
H  -4.09  1.96  2.59  0.366
H  -3.93  2.86  1.05  0.417
H  -4.09  3.76  2.59  0.493
H  -2.89  1.00  4.28  0.319
H  -2.71  1.04  6.74  0.460
H  -1.60  2.94  7.87  0.433
H  -0.68  4.81  6.55  0.430
H  -0.82  4.77  4.07  0.423

=====

# C35H44MgNO4S

C35H44MgNO4S as an isolated structure (the ωB97M-V functional and the def2-TZVPD basis, the Open Molecules 2025 dataset).

Computed properties:
Total charge = -1
ΔE to the lowest compared entry with this formula, charge and spin = 9.6 kcal/mol
HOMO (spin up / spin down) = -4.09 / -4.08 eV
HOMO-LUMO gap (spin up / spin down) = 4.895 / 4.896 eV
Max |F| = 0.52 eV/A

Each line ends with the Mulliken charge.
CARTESIAN COORDINATES (ANGSTROEM)
Mg  0.42  -0.52  -2.32  1.107
C  -0.48  -3.60  4.43  -1.679
C  -1.57  -2.74  3.77  1.989
C  -1.62  -1.40  4.50  -2.131
C  -2.93  -3.43  3.94  -1.721
C  -1.25  -2.57  2.29  -0.881
C  -1.02  -1.37  1.71  -0.072
C  -0.71  -1.28  0.32  -0.384
N  -0.55  -0.19  -0.40  -0.250
C  -0.65  1.12  -0.25  -0.174
C  -0.66  1.87  0.96  -0.267
C  -0.72  3.23  0.93  -1.137
C  -0.75  3.87  -0.35  0.128
C  -0.73  3.24  -1.56  -0.213
C  -0.78  1.79  -1.55  1.709
O  -0.97  1.08  -2.58  -1.172
C  -0.68  4.07  -2.85  1.937
C  -0.11  3.31  -4.06  -1.725
C  0.24  5.28  -2.63  -1.793
C  -2.09  4.56  -3.18  -1.738
C  -0.63  4.03  2.22  2.153
C  -0.86  5.53  2.00  -2.231
C  -1.67  3.53  3.22  -1.596
C  0.78  3.85  2.82  -1.615
C  -0.70  -2.48  -0.52  1.300
O  -0.53  -2.39  -1.76  -1.038
C  -0.94  -3.77  0.14  -0.143
C  -1.19  -3.75  1.47  0.136
C  -0.91  -5.05  -0.69  2.213
C  -1.99  -4.99  -1.78  -1.645
C  -1.18  -6.28  0.18  -2.250
C  0.47  -5.22  -1.33  -1.554
H  -0.70  -3.74  5.49  0.456
H  0.50  -3.12  4.35  0.371
H  -0.41  -4.59  3.97  0.319
H  -1.86  -1.56  5.56  0.472
H  -2.39  -0.74  4.08  0.431
H  -0.66  -0.88  4.46  0.411
H  -3.17  -3.53  5.00  0.471
H  -2.93  -4.43  3.50  0.320
H  -3.72  -2.85  3.45  0.369
H  -1.07  -0.46  2.29  0.392
H  -0.52  1.35  1.89  0.503
H  -0.75  4.95  -0.36  0.355
H  0.83  2.83  -3.81  0.195
H  0.06  4.04  -4.86  0.480
H  -0.79  2.55  -4.42  0.314
H  1.23  4.95  -2.31  0.378
H  -0.15  5.98  -1.89  0.410
H  0.35  5.83  -3.57  0.472
H  -2.76  3.72  -3.35  0.343
H  -2.07  5.17  -4.09  0.450
H  -2.50  5.17  -2.37  0.279
H  -1.83  5.72  1.54  0.414
H  -0.09  5.98  1.38  0.401
H  -0.85  6.04  2.97  0.454
H  -2.68  3.65  2.82  0.377
H  -1.60  4.10  4.16  0.461
H  -1.53  2.48  3.46  0.203
H  1.54  4.17  2.11  0.355
H  0.97  2.81  3.06  0.317
H  0.88  4.44  3.73  0.440
H  -1.37  -4.69  1.97  0.348
H  -2.98  -4.88  -1.33  0.331
H  -1.98  -5.93  -2.34  0.453
H  -1.82  -4.17  -2.46  0.305
H  -2.17  -6.25  0.64  0.401
H  -0.44  -6.40  0.96  0.385
H  -1.14  -7.17  -0.45  0.448
H  0.74  -4.39  -1.97  0.311
H  0.48  -6.14  -1.93  0.430
H  1.25  -5.31  -0.56  0.303
O  3.14  2.14  -1.40  -0.733
C  2.87  1.16  -2.09  0.354
O  1.73  0.93  -2.63  -0.731
C  3.99  0.20  -2.47  0.268
C  5.26  0.75  -2.56  -0.666
C  6.36  0.00  -2.94  -0.517
C  6.18  -1.35  -3.22  -0.440
C  4.93  -1.91  -3.10  -0.847
C  3.80  -1.17  -2.73  0.821
S  2.30  -2.08  -2.54  -0.576
H  5.36  1.80  -2.32  0.400
H  7.34  0.46  -3.02  0.352
H  7.02  -1.97  -3.52  0.334
H  4.79  -2.97  -3.30  0.384

=====

# C35H44NO3P2PtSi

C35H44NO3P2PtSi as an isolated structure in a non-equilibrium geometry (the ωB97M-V functional and the def2-TZVPD basis, the Open Molecules 2025 dataset).

Computed properties:
Total charge = +1
ΔE to the lowest compared entry with this formula, charge and spin = 35.6 kcal/mol
Expectation value of S² = 6.064
HOMO (spin up / spin down) = -7.75 / -10.74 eV
Multiplicity = 5
HOMO-LUMO gap (spin up / spin down) = 5.138 / 4.754 eV
Max |F| = 4.07 eV/A

Each line ends with the Mulliken charge.
CARTESIAN COORDINATES (ANGSTROEM)
C  -0.84  3.95  -1.68  -1.036
C  -1.06  2.63  -1.16  0.720
N  -0.13  2.14  -0.24  0.164
C  0.83  2.96  0.22  0.808
C  0.87  4.33  -0.05  -0.926
C  0.08  4.82  -1.10  -0.467
C  -2.16  1.82  -1.41  -1.248
P  -2.26  0.13  -0.79  0.723
Pt  -0.16  0.06  0.27  1.548
P  2.09  0.53  1.02  0.262
C  1.82  2.35  1.22  -0.498
C  0.03  -2.03  0.34  0.998
C  -1.09  -2.69  0.85  -0.421
C  -1.10  -4.08  1.04  -0.473
C  -0.01  -4.86  0.67  -0.765
C  1.07  -4.24  0.06  -0.685
C  1.07  -2.84  -0.16  -0.268
O  -0.69  1.27  -6.44  -0.620
O  0.99  -3.19  -4.34  -0.632
H  -1.47  4.28  -2.52  0.453
H  1.56  4.95  0.51  0.522
H  0.13  5.87  -1.36  0.449
C  -3.64  0.37  0.38  -1.113
C  -2.72  -1.16  -1.97  -1.148
H  2.81  2.84  1.23  0.728
H  1.39  2.43  2.25  -0.248
H  -1.39  1.80  -5.99  0.310
H  -2.93  2.23  -2.02  0.558
C  2.46  -0.20  2.59  -1.022
C  3.50  0.38  -0.09  -1.362
H  -1.99  -2.10  1.09  -0.251
H  -1.97  -4.52  1.54  0.429
H  -0.01  -5.92  0.85  0.456
H  1.94  -4.82  -0.27  0.409
H  1.85  -2.37  -0.78  0.301
H  0.80  -0.27  -1.08  -0.151
H  0.23  -2.96  -3.72  0.324
H  1.56  -2.40  -4.02  0.313
H  0.19  1.32  -5.97  0.312
H  1.26  0.36  -0.85  0.068
H  -4.48  0.78  -0.17  0.664
H  -3.94  -0.54  0.89  0.309
H  -3.31  1.10  1.12  0.134
H  -3.60  -0.93  -2.57  0.465
H  -1.89  -1.39  -2.62  0.280
H  -2.96  -2.08  -1.43  0.338
H  4.37  0.84  0.38  0.485
H  3.75  -0.66  -0.30  0.377
H  3.37  0.87  -1.06  0.434
H  3.46  0.09  2.91  0.638
H  1.70  0.09  3.32  0.040
H  2.43  -1.28  2.48  0.316
O  -1.09  0.44  2.16  -0.008
Si  -1.46  0.22  3.69  -1.017
C  -0.27  1.29  4.65  0.318
C  -0.11  2.63  4.27  -0.308
C  0.76  3.45  5.00  -0.579
C  1.46  2.91  6.08  -0.612
C  1.31  1.57  6.45  -0.674
C  0.42  0.75  5.74  -0.159
C  -3.22  0.83  3.97  0.412
C  -4.30  0.10  3.43  -0.199
C  -5.61  0.57  3.56  -0.923
C  -5.85  1.73  4.31  -0.662
C  -4.79  2.41  4.91  -0.605
C  -3.47  1.96  4.75  -0.743
C  -1.34  -1.54  4.26  0.689
C  -2.38  -2.10  5.00  -0.564
C  -2.31  -3.43  5.42  -0.714
C  -1.17  -4.20  5.13  -0.687
C  -0.11  -3.63  4.41  -0.659
C  -0.21  -2.32  3.97  0.629
H  -0.66  3.03  3.41  0.586
H  0.88  4.49  4.69  0.430
H  2.17  3.54  6.62  0.401
H  1.88  1.14  7.27  0.421
H  0.27  -0.29  6.02  0.350
H  -4.12  -0.84  2.89  0.901
H  -6.41  0.05  3.04  0.429
H  -6.86  2.11  4.39  0.392
H  -4.96  3.32  5.48  0.409
H  -2.63  2.47  5.23  0.315
H  -3.25  -1.50  5.24  0.427
H  -3.16  -3.88  5.96  0.391
H  -1.12  -5.25  5.43  0.385
H  0.77  -4.22  4.14  0.452
H  0.59  -1.90  3.36  -0.226

=====

# C35H45BInN9O4Si2Te

C35H45BInN9O4Si2Te as an isolated structure in a non-equilibrium geometry (the ωB97M-V functional and the def2-TZVPD basis, the Open Molecules 2025 dataset).

Computed properties:
ΔE to the lowest compared entry with this formula, charge and spin = 7.0 kcal/mol
HOMO = -7.56 eV
HOMO-LUMO gap = 6.998 eV
Max |F| = 3.36 eV/A

Each line ends with the Mulliken charge.
CARTESIAN COORDINATES (ANGSTROEM)
In  1.39  -2.19  -0.38  2.526
C  5.00  -3.21  1.96  -1.410
C  3.69  -2.74  1.87  -0.178
N  3.43  -2.38  0.64  0.279
N  4.56  -2.60  -0.10  -0.132
C  5.52  -3.09  0.67  -0.126
B  4.54  -2.32  -1.62  -0.214
N  3.75  -3.52  -2.32  -0.076
C  4.04  -4.20  -3.43  -0.297
C  2.91  -4.90  -3.77  -1.323
C  1.94  -4.57  -2.79  -0.548
N  2.42  -3.65  -1.96  0.390
N  3.91  -0.98  -1.96  0.436
C  4.34  -0.03  -2.84  -0.260
C  3.23  0.69  -3.29  -1.361
C  2.17  0.15  -2.61  -0.637
N  2.61  -0.83  -1.80  0.076
H  5.49  -3.50  2.88  0.440
H  3.03  -2.53  2.70  0.498
H  6.46  -3.31  0.22  0.516
H  5.69  -2.45  -1.99  -0.150
H  5.01  -4.11  -3.85  0.518
H  2.84  -5.64  -4.57  0.417
H  0.97  -4.92  -2.77  0.778
H  5.39  0.00  -3.14  0.473
H  3.28  1.56  -3.94  0.435
H  1.17  0.35  -2.48  0.829
O  -4.41  -0.54  2.76  -0.672
C  -4.22  -1.60  2.14  0.330
O  -4.99  -2.33  1.46  -0.763
C  -2.70  -2.04  2.02  -0.013
C  -1.84  -1.02  2.39  -0.910
C  -0.52  -1.17  2.00  0.395
N  -0.07  -2.26  1.48  -0.149
C  -0.91  -3.30  1.28  0.352
C  -2.25  -3.25  1.54  -0.658
C  -0.26  -4.51  0.82  0.135
C  -0.91  -5.71  0.79  -0.516
C  -0.28  -6.83  0.29  -0.804
C  1.06  -6.74  -0.03  -1.083
C  1.64  -5.50  0.04  -0.021
N  1.02  -4.41  0.43  0.291
C  0.46  -0.07  2.02  -0.023
C  0.46  0.94  2.93  -0.417
C  1.42  1.94  2.79  -0.681
C  2.40  1.83  1.78  -1.200
C  2.31  0.74  0.97  0.100
N  1.35  -0.13  0.99  0.554
H  -2.25  -0.11  2.70  0.494
H  -2.89  -4.02  1.18  0.513
H  -1.95  -5.71  1.00  0.439
H  -0.89  -7.68  0.21  0.542
H  1.66  -7.59  -0.35  0.445
H  2.68  -5.38  -0.24  0.468
H  -0.36  0.97  3.66  0.567
H  1.40  2.90  3.28  0.387
H  3.17  2.57  1.66  0.547
H  3.04  0.58  0.16  0.156
C  -2.69  -1.53  -1.79  -0.243
O  -1.28  -1.38  -1.37  -0.102
C  -0.54  -2.49  -1.42  -0.278
O  -0.89  -3.47  -1.96  -0.525
H  -3.07  -2.53  -1.54  0.326
H  -2.78  -1.35  -2.87  0.309
H  -3.18  -0.73  -1.23  -0.238
C  0.96  7.29  -1.79  -1.200
Si  -0.28  6.26  -0.57  0.377
C  -1.65  7.35  0.09  -1.197
C  0.86  5.76  0.82  -0.903
C  -0.73  4.73  -1.40  -1.000
Te  -1.44  3.25  0.08  0.344
C  -3.46  4.01  0.04  -1.047
Si  -4.49  2.65  0.96  0.031
C  -3.56  2.43  2.51  -0.451
C  -4.73  1.06  -0.07  -0.166
C  -6.12  3.29  1.51  -1.183
H  1.66  7.86  -1.18  0.334
H  0.37  8.00  -2.43  0.301
H  1.45  6.63  -2.44  0.343
H  -1.20  8.31  0.17  0.377
H  -2.02  7.22  1.09  0.414
H  -2.58  7.36  -0.53  0.340
H  1.44  6.59  1.25  0.448
H  1.42  4.88  0.51  0.144
H  0.28  5.30  1.66  0.267
H  0.10  4.27  -1.91  0.524
H  -1.61  4.84  -2.05  0.412
H  -3.81  4.24  -0.96  0.564
H  -3.50  4.92  0.62  0.275
H  -2.58  1.91  2.48  -0.381
H  -4.11  1.81  3.24  0.401
H  -3.37  3.46  2.85  0.396
H  -4.17  0.27  0.47  -0.564
H  -4.47  1.03  -1.14  0.445
H  -5.76  0.73  -0.02  0.379
H  -6.17  4.16  2.11  0.404
H  -6.55  2.47  2.06  0.316
H  -6.89  3.50  0.69  0.305